Entry from the OMol25 dataset: C5H3NO5Zn as an isolated structure (ωB97M-V with the def2-TZVPD basis set).

Properties
Energy relative to the best compared isomer or geometry (same formula, charge and spin), kJ/mol: 0.0
Energy, Ha: -2401.9692
Charge: +2
Frontier orbital gap, eV: 12.157
HOMO level, Ha: -0.7729
LUMO level, eV: -8.9

Geometry as XYZ:
```
15
Properties=species:S:1:pos:R:3:lowdin_charge:R:1
Zn 0.000 -0.233 0.096 0.27
O 0.002 3.610 -0.048 0.16
O -0.003 -3.524 -0.062 0.24
O -3.349 0.017 -0.056 0.22
O 3.349 0.012 -0.055 0.22
O 0.000 0.020 -3.378 0.22
N -0.001 -0.034 2.217 0.07
C -2.204 -0.003 -0.074 0.06
C 0.000 0.009 -2.236 0.05
C 2.204 -0.006 -0.074 0.06
C -0.002 -2.378 -0.080 0.09
C 0.002 2.468 -0.069 0.05
H -0.832 -0.496 2.609 0.09
H 0.830 -0.499 2.610 0.10
H 0.002 0.943 2.548 0.10
```